This record from the OMol25 dataset describes 2 unconnected molecules or ions with the total composition C22H25Cl3NO5. The level of theory is ωB97M-V/def2-TZVPD.

The geometry in XYZ format:
```
56
Properties=species:S:1:pos:R:3:lowdin_charge:R:1
C 3.398 -2.900 2.186 -0.07
C 3.009 -1.439 2.228 -0.27
O 1.645 -1.310 2.516 -0.04
C 1.216 -0.007 2.554 -0.47
C -0.206 0.201 2.627 -0.09
C -0.759 1.589 2.758 -0.27
C -0.074 2.375 3.901 -0.16
C -0.549 3.834 3.989 -0.21
C -0.372 4.555 2.641 -0.22
C -1.114 3.803 1.523 -0.21
C -0.626 2.350 1.421 -0.16
C -1.114 -0.889 2.417 -0.49
O -2.321 -0.683 2.306 0.01
O -0.561 -2.138 2.323 -0.05
C -1.469 -3.103 1.881 -0.28
C -0.800 -4.459 1.849 -0.07
O 1.990 0.947 2.513 0.00
H 4.451 -3.043 1.947 0.06
H 3.194 -3.377 3.143 0.07
H 2.803 -3.431 1.443 0.06
H 3.559 -0.881 2.994 0.12
H 3.187 -0.942 1.267 0.12
H -1.831 1.500 3.000 0.14
H -0.223 1.854 4.854 0.11
H 1.005 2.360 3.723 0.10
H -1.607 3.858 4.275 0.10
H -0.008 4.365 4.783 0.10
H -0.717 5.596 2.708 0.09
H 0.695 4.616 2.395 0.11
H -2.189 3.813 1.737 0.11
H -0.991 4.320 0.560 0.10
H 0.429 2.338 1.129 0.11
H -1.159 1.810 0.629 0.10
H -2.335 -3.072 2.553 0.12
H -1.810 -2.789 0.887 0.11
H -1.456 -5.242 1.473 0.06
H 0.090 -4.424 1.219 0.06
H -0.461 -4.737 2.846 0.07
Cl -0.418 -0.717 -1.177 0.80
C -0.456 -1.211 -2.854 -1.15
Cl -1.175 -2.802 -2.963 0.73
C -1.369 -0.276 -3.587 -0.43
O -2.299 0.243 -3.020 0.12
C -1.113 -0.031 -5.019 -0.15
C 0.151 -0.347 -5.534 -0.17
C 0.392 -0.130 -6.871 -0.04
C -0.620 0.374 -7.641 -0.05
C -1.826 0.658 -7.046 -0.13
N -2.092 0.475 -5.764 0.16
C 1.188 -0.866 -4.661 -0.60
Cl 2.803 -0.960 -5.263 0.73
C 0.921 -1.256 -3.407 -0.17
H 1.362 -0.355 -7.275 0.08
H -0.459 0.545 -8.691 0.11
H -2.628 1.055 -7.649 0.11
H 1.721 -1.617 -2.779 0.11
```

The HOMO energy comes out at -3.10 eV. The total charge is -1. As for the gap between HOMO and LUMO: 4.03 eV. The spin multiplicity is 1. The calculation puts the LUMO energy at 0.929 eV. For the relative energy (zero: lowest compared OMol25 entry of this formula, charge and spin), the calculation gives 0.0 kJ/mol.